(1)
The following is a DFT calculation (the ωB97M-V functional and the def2-TZVPD basis) of a molecular structure, C50H44BrN5O4P2Pb.

The calculation puts the HOMO energy at -12.417 eV. As for the charge: +2. The calculation puts the energy above the lowest of the compared OMol25 structures with the same formula, charge and spin at 110.2 kJ/mol. The gap between HOMO and LUMO is 7.42 eV.

```
107
Properties=species:S:1:pos:R:3:forces:R:3
Pb 0.07837 -0.00421 0.17686 -0.212 -0.536 0.400
O 3.09238 0.53730 6.80496 -0.084 0.008 -0.026
C 1.72248 0.20575 6.72933 0.097 -0.036 -0.040
C 1.33616 0.09806 5.28201 0.037 0.024 0.009
C 0.00296 0.08720 4.89482 -0.044 -0.025 -0.003
C -0.29022 0.01116 3.54866 0.029 0.100 -0.064
N 0.65221 -0.06971 2.60638 0.063 -0.175 0.066
C 1.94268 -0.11088 2.97126 -0.139 -0.019 -0.106
C 2.31140 -0.01373 4.30019 0.119 0.050 0.143
C 2.94603 -0.33050 1.88806 -0.069 0.038 -0.065
C 4.30378 -0.34981 2.14149 0.146 0.068 0.139
C 5.20110 -0.65612 1.12579 0.043 0.102 -0.020
C 6.68197 -0.65750 1.42975 -0.007 0.138 0.039
O 7.07274 0.54200 2.07746 -0.065 -0.148 0.001
C 4.69527 -0.92692 -0.13550 0.071 -0.066 -0.025
C 3.32879 -0.85358 -0.32922 -0.159 0.049 -0.062
N 2.47194 -0.56073 0.65068 0.037 -0.154 0.015
H 3.32448 0.74080 7.71523 0.018 -0.031 0.050
H 1.09002 0.95239 7.21333 -0.019 0.091 0.017
H 1.51895 -0.75728 7.20902 -0.020 -0.055 0.048
H -0.79546 0.14394 5.62459 0.019 0.030 -0.041
H -1.31756 0.02726 3.19903 0.030 -0.019 0.009
H 3.34627 -0.02578 4.60971 -0.061 0.008 -0.045
H 4.69579 -0.11800 3.12372 -0.041 -0.018 -0.073
H 7.25665 -0.84430 0.52225 0.028 0.018 -0.048
H 6.89667 -1.46684 2.12633 0.030 -0.068 0.036
H 7.31426 1.20222 1.42145 0.000 0.002 -0.036
H 5.34954 -1.18316 -0.96052 -0.042 0.040 0.029
H 2.89426 -1.03031 -1.31013 0.027 0.046 0.083
N 0.11737 2.40066 -2.34940 -0.220 -0.350 0.128
P 0.11107 0.72836 -2.75203 0.138 0.389 -0.559
C 0.52209 0.80754 -4.52699 -0.045 0.063 0.139
C -0.35460 1.40773 -5.43386 0.072 -0.051 -0.089
C 0.00708 1.53272 -6.76702 -0.037 0.002 0.027
C 1.23710 1.05064 -7.20354 -0.029 0.019 -0.008
C 2.10282 0.43765 -6.31060 0.038 -0.037 0.059
C 1.74643 0.31684 -4.97209 0.003 0.016 0.005
C -1.64781 0.22716 -2.79252 0.082 -0.127 0.060
C -1.89368 -1.13537 -2.99244 -0.075 0.026 0.026
C -3.19468 -1.61280 -3.04814 0.071 0.010 -0.011
C -4.26139 -0.73214 -2.89849 0.001 -0.014 0.018
C -4.02325 0.61897 -2.68959 0.025 0.002 0.011
C -2.71782 1.09841 -2.62454 -0.063 0.011 -0.024
P -0.21518 2.94575 -0.72873 0.060 0.636 -0.315
C -0.52228 4.71688 -1.05547 0.005 -0.152 -0.092
C 0.37558 5.47529 -1.81250 -0.088 0.071 0.051
C 0.11418 6.81477 -2.05426 0.039 -0.065 -0.006
C -1.03520 7.40579 -1.53677 0.026 0.028 -0.029
C -1.92439 6.65942 -0.78058 -0.040 -0.050 0.041
C -1.67025 5.31285 -0.54120 0.001 -0.019 -0.013
C 1.47082 3.02882 -0.00877 -0.089 -0.041 0.053
C 2.64820 2.85757 -0.72927 0.020 -0.045 -0.008
C 3.87658 3.00997 -0.09478 0.002 -0.063 -0.006
C 3.93263 3.32487 1.25672 0.032 -0.048 0.025
C 2.75862 3.48410 1.98540 -0.009 -0.042 0.023
C 1.53333 3.32682 1.35603 -0.015 -0.034 -0.021
H -0.24443 3.00943 -3.07389 0.079 0.159 -0.032
H -1.32698 1.76124 -5.10693 0.024 -0.001 0.001
H -0.67422 1.99781 -7.47024 0.051 -0.027 0.051
H 1.51675 1.15050 -8.24584 -0.026 -0.017 0.067
H 3.05569 0.05277 -6.65516 -0.064 0.029 0.028
H 2.42123 -0.16192 -4.26949 -0.009 0.038 -0.045
H -1.05659 -1.81839 -3.12187 -0.073 0.020 0.019
H -3.38060 -2.66756 -3.21551 0.007 0.047 0.014
H -5.27849 -1.10300 -2.94612 0.039 0.022 -0.014
H -4.85558 1.30503 -2.58579 0.027 -0.012 0.004
H -2.54358 2.15654 -2.45646 -0.003 -0.037 -0.021
H 1.27990 5.02035 -2.20180 -0.016 0.020 0.007
H 0.81109 7.40164 -2.64040 -0.043 -0.016 0.029
H -1.23318 8.45456 -1.72540 0.013 -0.070 0.015
H -2.81821 7.12114 -0.37830 0.055 -0.027 -0.020
H -2.36516 4.72432 0.04931 0.019 0.034 -0.036
H 2.59982 2.62313 -1.78803 0.006 0.034 0.050
H 4.79109 2.89836 -0.66631 -0.030 0.001 0.035
H 4.88990 3.44939 1.75029 -0.045 0.005 -0.049
H 2.80339 3.73849 3.03853 -0.011 -0.014 -0.066
H 0.61091 3.46929 1.91677 0.082 -0.021 -0.014
C -3.53643 0.40666 0.90600 0.047 0.051 0.061
O -2.49006 -0.53684 0.64735 -0.074 0.163 0.086
C -2.84876 -1.84454 0.46757 -0.067 -0.001 -0.024
C -4.14797 -2.27967 0.47313 -0.068 0.030 0.028
C -4.42361 -3.63770 0.28629 -0.219 0.028 0.015
Br -6.22271 -4.20805 0.27232 0.052 0.005 0.002
C -3.41159 -4.53270 0.11950 0.170 -0.213 -0.041
C -2.07339 -4.09099 0.10221 0.036 0.081 0.015
C -1.75581 -2.72315 0.25032 0.193 -0.042 -0.137
O -0.52392 -2.26167 0.18202 0.046 -0.088 0.117
C -1.01370 -5.06476 -0.04477 0.039 -0.052 0.020
N 0.28990 -4.79016 -0.06555 0.078 0.124 0.017
C 1.03144 -5.96689 -0.17862 -0.041 0.200 0.020
C 2.39635 -6.20511 -0.23381 0.109 0.058 0.011
C 2.79260 -7.52394 -0.35567 -0.026 0.058 0.000
C 1.85690 -8.56573 -0.41835 0.052 -0.029 -0.009
C 0.49839 -8.32480 -0.35773 -0.124 -0.132 0.002
C 0.10719 -7.00006 -0.23564 -0.114 0.101 -0.016
N -1.14926 -6.39488 -0.14981 -0.033 -0.204 -0.035
H -4.21910 0.47111 0.06155 0.003 -0.040 -0.070
H -3.04935 1.36899 1.04556 0.028 -0.012 -0.016
H -4.08607 0.13365 1.80836 0.039 -0.015 0.018
H -4.97316 -1.59398 0.60849 0.063 -0.024 0.005
H -3.65144 -5.58268 -0.00086 -0.014 0.090 -0.002
H 0.57356 -3.81814 0.02020 0.090 0.068 0.002
H 3.11482 -5.39627 -0.17885 -0.029 -0.065 -0.022
H 3.84721 -7.75818 -0.40436 -0.018 -0.004 0.004
H 2.20862 -9.58452 -0.51787 -0.019 0.047 0.016
H -0.22011 -9.13462 -0.39998 0.042 0.065 -0.008
H -2.02705 -6.88330 -0.15750 -0.061 -0.017 0.008
```
Positions in Å, forces in eV/Å.

Atomic partial charges in e from the Mulliken method, atoms 1 to 8: atom 1 (Pb): 2.24, atom 2 (O): -0.51, atom 3 (C): -0.57, atom 4 (C): 0.19, atom 5 (C): -1.05, atom 6 (C): -0.48, atom 7 (N): 0.29, atom 8 (C): -0.03

(2)
The following is a DFT calculation (the ωB97M-V functional and the def2-TZVPD basis) of 2 unconnected molecules or ions with the total composition C30H53O5PS.

The calculation puts the HOMO energy at -9.874 eV. As for the charge: 0. The SMILES is CCCCCCCCCCCCCCCCCCCCC1=C([PH2]=O)C(=O)C=CC1=O.O=S1(=O)CCCC1. The gap between HOMO and LUMO is 8.29 eV.

```
90
Properties=species:S:1:pos:R:3:forces:R:3
C 4.58358 -1.63208 2.50211 0.063 0.091 -0.085
C 3.96814 -0.98826 1.25034 0.109 0.138 0.002
C 3.63709 -1.99936 0.16077 0.036 0.155 -0.170
C 3.15495 -1.36232 -1.15935 0.155 -0.103 0.105
C 2.03779 -2.16077 -1.84479 -0.069 -0.037 0.007
C 0.66536 -1.49901 -1.73856 -0.027 0.026 0.054
C -0.49440 -2.45913 -1.98014 -0.032 0.059 -0.214
C -1.83279 -1.95907 -1.44861 0.032 0.294 -0.136
C -2.32114 -0.62835 -2.03659 0.197 -0.064 0.090
C -3.62446 -0.15956 -1.36340 0.136 0.347 0.049
C -3.64594 1.32467 -0.90145 0.074 -0.364 -0.241
C -4.06459 1.55593 0.56230 0.302 0.095 -0.093
C -2.85869 1.87483 1.46252 -0.306 0.036 0.083
C -2.15269 0.65836 2.08279 0.008 -0.300 -0.393
C -0.66149 0.52337 1.72202 0.110 0.051 0.197
C 0.09353 1.86108 1.57877 0.075 -0.137 -0.140
C 0.26982 2.32682 0.11956 -0.213 0.068 -0.026
C 0.13267 3.84729 -0.06894 -0.066 -0.186 -0.067
C 0.69450 4.38662 -1.38613 -0.332 -0.022 0.045
C 2.17918 4.12323 -1.64980 0.128 0.041 -0.161
C 3.03312 4.37367 -0.44487 -0.065 0.573 -0.003
C 3.30784 5.57568 0.10497 0.054 -0.423 -0.169
P 2.73703 7.15165 -0.57348 0.333 0.493 -0.101
O 3.66688 8.29681 -0.54421 -0.134 -0.168 -0.041
C 4.13720 5.62448 1.34860 0.109 0.034 0.032
O 4.80801 6.57380 1.67505 -0.215 0.073 0.015
C 4.12282 4.40117 2.18642 -0.068 -0.487 0.090
C 3.89499 3.21099 1.63057 0.063 0.328 0.425
C 3.61718 3.14838 0.18633 0.118 -0.361 -0.111
O 3.85224 2.16238 -0.48051 -0.107 0.084 0.207
H 4.47842 -2.71772 2.47851 -0.082 -0.011 0.065
H 4.12350 -1.26573 3.41905 -0.015 -0.030 0.039
H 5.65026 -1.41708 2.57075 0.023 -0.051 0.002
H 3.05741 -0.43867 1.51006 -0.033 -0.020 -0.022
H 4.65665 -0.24379 0.83781 -0.082 0.001 0.025
H 4.53563 -2.59311 -0.03279 -0.074 -0.132 0.002
H 2.87713 -2.69187 0.53519 -0.012 0.001 0.050
H 2.81748 -0.34251 -0.95613 -0.058 0.029 -0.042
H 4.00604 -1.26545 -1.83611 0.024 0.090 0.051
H 1.97475 -3.14575 -1.37096 0.040 -0.044 -0.092
H 2.27483 -2.33928 -2.89623 -0.026 -0.021 -0.009
H 0.60418 -0.67149 -2.45067 0.055 0.097 0.071
H 0.56039 -1.05231 -0.74282 0.029 -0.053 0.042
H -0.58062 -2.65350 -3.05492 0.007 -0.103 0.022
H -0.25268 -3.41564 -1.50433 -0.069 -0.026 -0.021
H -2.60864 -2.69580 -1.65384 -0.083 -0.179 0.107
H -1.75073 -1.84748 -0.35959 -0.094 -0.020 0.015
H -1.55177 0.13779 -1.90807 0.064 -0.008 0.036
H -2.44296 -0.75284 -3.11692 -0.044 0.055 0.013
H -3.77714 -0.79276 -0.48737 -0.204 -0.048 -0.025
H -4.46072 -0.31389 -2.04457 -0.091 -0.235 0.131
H -2.64028 1.73105 -1.03338 -0.009 0.102 -0.062
H -4.28744 1.89930 -1.57218 -0.022 -0.005 0.024
H -4.57505 0.66562 0.93306 -0.193 0.077 0.084
H -4.76091 2.39451 0.61899 -0.070 -0.075 -0.025
H -3.17796 2.55109 2.25823 0.029 0.009 0.017
H -2.15290 2.43473 0.85111 -0.053 0.140 0.107
H -2.28585 0.65037 3.16569 0.108 0.150 0.024
H -2.65634 -0.24765 1.73262 -0.016 -0.038 0.066
H -0.55980 -0.05285 0.79831 -0.012 0.126 -0.071
H -0.17353 -0.08684 2.48618 -0.023 -0.005 0.019
H -0.43624 2.64206 2.12914 0.061 -0.030 0.130
H 1.07812 1.75623 2.04112 0.023 0.139 0.025
H 1.21789 1.95904 -0.27995 0.013 -0.018 0.039
H -0.50836 1.85117 -0.48818 0.130 -0.012 -0.067
H 0.54807 4.38835 0.78716 0.151 -0.055 -0.018
H -0.93762 4.07527 -0.07727 0.028 0.109 0.179
H 0.50394 5.46256 -1.43594 -0.042 -0.007 0.044
H 0.11510 3.94111 -2.19981 0.093 0.044 -0.091
H 2.51905 4.76446 -2.46720 -0.055 -0.091 -0.054
H 2.32747 3.09325 -1.96880 0.081 0.012 0.021
H 1.52566 7.35052 0.11331 -0.104 -0.063 0.040
H 2.29709 6.78083 -1.85274 -0.100 -0.054 -0.043
H 4.37613 4.53259 3.23140 0.100 -0.026 -0.046
H 3.94272 2.28339 2.18530 0.098 -0.078 -0.076
C -2.54280 -6.23770 1.03032 -0.050 -0.004 -0.025
C -3.40031 -7.41112 0.53648 -0.019 0.047 -0.011
C -4.68576 -6.81985 -0.05506 0.076 -0.172 0.060
S -4.24957 -5.17863 -0.65504 0.084 -0.040 -0.009
O -4.96766 -4.19745 0.11832 -0.022 0.050 -0.018
O -4.29886 -5.15011 -2.09411 -0.027 0.075 -0.008
C -2.54572 -5.21278 -0.09871 0.089 -0.097 0.125
H -1.52976 -6.55151 1.27703 0.006 -0.006 0.008
H -2.98679 -5.80084 1.92712 0.003 0.014 0.002
H -2.85729 -7.96017 -0.23479 0.007 0.013 -0.014
H -3.62823 -8.11106 1.33858 0.000 -0.013 0.000
H -5.07535 -7.39146 -0.89300 -0.046 0.042 -0.023
H -5.46107 -6.68541 0.69620 -0.005 0.063 -0.001
H -2.26168 -4.20862 0.20464 -0.048 0.034 -0.037
H -1.93726 -5.53785 -0.94247 -0.008 0.014 -0.023
```
Positions in Å, forces in eV/Å.

Atomic partial charges in e from the Mulliken method, atoms 1 to 8: atom 1 (C): -1.43, atom 2 (C): 0.59, atom 3 (C): -0.99, atom 4 (C): 0.05, atom 5 (C): -1.27, atom 6 (C): 0.64, atom 7 (C): -1.22, atom 8 (C): 0.01

Question: The highest HOMO energy belongs to which entry?
Answer: C30H53O5PS